Record 1
Below is a 4-piece molecular cluster, C20H20N4 overall in a non-equilibrium geometry, with properties calculated with wB97M-V/def2-TZVPD.

Last column: Löwdin spin population.
Geometry (Å):
N1 0.78025 -0.15216 2.49307  0.01
C1 0.91421 0.56615 1.39264  0.01
C2 0.63447 0.05299 0.10577  0.01
C3 0.29119 -1.27723 0.03870  0.01
C4 0.11904 -2.06160 1.21056  0.01
C5 0.50804 -1.48394 2.41537  0.00
H1 1.34307 1.55703 1.41807  0.00
H2 0.79016 0.68029 -0.75948  0.00
H3 0.28464 -1.77243 -0.92106  0.00
H4 -0.22623 -3.07656 1.07994  0.00
H5 0.25699 -2.07799 3.28168  0.00
N2 0.93820 3.92344 -2.01129  0.29
C6 0.89619 3.28941 -3.23167  0.08
C7 -0.14242 2.46895 -3.59017  0.08
C8 -1.20114 2.13573 -2.72155  0.24
C9 -1.11060 2.67734 -1.43997  0.06
C10 -0.00172 3.47368 -1.09235  0.11
H6 1.67278 3.48427 -3.95647  0.00
H7 -0.20713 2.14144 -4.61728  0.00
H8 -2.07731 1.58116 -3.02352  0.03
H9 -1.82359 2.45154 -0.66083  0.00
H10 -0.02515 3.87531 -0.09007  0.01
N3 -4.58335 -1.80548 4.68756  0.00
C11 -3.79210 -0.87692 4.09550  0.00
C12 -2.45045 -0.67629 4.49096  0.00
C13 -1.89870 -1.48279 5.51348  0.00
C14 -2.69816 -2.40821 6.14743  0.00
C15 -4.05420 -2.55224 5.70358  0.00
H11 -4.17638 -0.19096 3.35510  0.00
H12 -1.84242 0.03157 3.94724  0.00
H13 -0.87241 -1.39349 5.83775  0.00
H14 -2.35117 -3.08417 6.91495  0.00
H15 -4.77801 -3.28494 6.02864  0.00
N4 2.32135 -0.75238 -5.34229  0.00
C16 2.10869 -1.66163 -4.34062  0.00
C17 2.52471 -1.39154 -3.03114  0.00
C18 3.22043 -0.21727 -2.74439  0.01
C19 3.43491 0.72544 -3.73469  0.00
C20 3.03173 0.38395 -5.04963  0.00
H16 1.47856 -2.53279 -4.44278  0.00
H17 2.22788 -2.13733 -2.30857  0.00
H18 3.59958 0.07399 -1.77598  0.00
H19 3.84403 1.67375 -3.41887  0.00
H20 3.09154 1.10291 -5.85333  0.00

The HOMO-LUMO gap (spin up / spin down) is 2.5 / 7.0 eV. As for the spin multiplicity: 2. Its expectation value of S² is 0.7620. The charge is -1. The HOMO energy (spin up / spin down) comes out at 0.02 / -4.43 eV.

---

Record 2
Below is CH2FTl as an isolated structure in a non-equilibrium geometry, with properties calculated with wB97M-V/def2-TZVPD.

Last column: Mulliken charge in e.
Geometry (Å):
H1 1.64630 -0.16801 -1.27303  -0.21
Tl1 0.21721 -1.67176 -1.12894  0.27
C1 -0.45056 0.35469 0.42220  -0.09
F1 -0.22405 0.31009 1.69913  -0.13
H2 -1.18890 1.17499 0.28064  0.15

The HOMO-LUMO gap is 6.8 eV. The HOMO energy comes out at -7.71 eV.

---

Respective E values: -27022.3109; -8475.0606 eV.